1.
A structure of composition C39H30BrCl2MoN2O4P2S3. Source: the Open Molecules 2025 dataset; level of theory: wB97M-V/def2-TZVPD.

Geometry (Å):
O (1.143, 0.226, -1.493)
C (4.067, -0.814, 4.662)
C (4.279, 1.298, 0.289)
H (-5.326, -1.514, 3.630)
C (1.647, -0.531, -5.030)
H (-2.883, 2.512, -2.225)
H (-2.653, 3.260, 3.445)
H (-4.505, -4.197, 0.396)
C (-1.037, -0.640, -5.074)
C (-0.472, 2.725, 3.303)
C (-0.738, -2.815, 0.438)
P (-2.845, 0.394, -0.221)
O (2.966, 0.232, -2.750)
H (-1.016, -0.012, -3.025)
H (3.954, 2.261, 0.666)
H (1.207, -2.509, 2.720)
C (-5.015, -2.966, 2.081)
C (0.186, 2.002, 2.342)
C (2.530, -2.628, 4.392)
C (-3.953, 0.734, -1.659)
H (-4.196, 0.296, 2.424)
H (-0.017, 3.209, 4.157)
S (-0.846, -1.548, 1.611)
C (0.955, -0.237, -3.861)
H (6.110, 2.078, -0.513)
C (-0.274, -0.924, -6.191)
O (-0.716, 3.063, -3.304)
O (-0.864, 1.935, -1.372)
C (3.556, -2.030, 5.100)
C (1.648, 1.849, 2.053)
H (2.251, 2.013, 2.941)
C (-4.926, -1.700, 2.641)
Mo (-0.277, 0.168, -0.072)
H (3.968, -2.512, 5.979)
C (3.903, -1.052, -0.058)
C (-5.918, 0.292, -3.002)
C (-0.428, -0.272, -3.890)
C (-4.593, 2.233, -3.453)
H (-6.773, -0.338, -3.219)
C (5.119, -1.155, -0.710)
C (-1.852, 2.748, 2.931)
H (-5.290, -0.932, -1.377)
H (-6.352, 1.700, -4.566)
H (1.930, 2.581, 1.292)
C (3.482, 0.174, 0.452)
C (-3.087, 1.909, 0.784)
Cl (2.117, 3.363, -1.301)
H (-3.060, 2.744, 0.081)
Cl (-0.194, 4.550, 0.059)
C (5.916, -0.029, -0.872)
P (1.895, 0.170, 1.335)
H (6.861, -0.106, -1.398)
H (-4.071, 1.903, 1.249)
C (-4.475, -3.203, 0.826)
C (1.991, -2.009, 3.265)
C (1.769, 0.088, -2.633)
S (-0.896, -4.414, 0.789)
C (2.468, -0.774, 2.837)
C (-3.733, 1.885, -2.422)
H (5.435, -2.109, -1.113)
H (-5.484, -3.773, 2.632)
C (-5.687, 1.436, -3.751)
C (-1.962, 2.043, 1.759)
H (-4.388, 3.126, -4.032)
C (3.536, -0.202, 3.540)
C (5.496, 1.195, -0.377)
N (1.058, -0.865, -6.178)
H (4.891, -0.345, 5.188)
C (-4.303, -0.671, 1.949)
H (-0.751, -1.200, -7.126)
C (-3.772, -0.895, 0.683)
N (-0.723, 1.553, 1.401)
C (0.456, 3.968, -1.491)
C (-0.451, 2.888, -2.122)
S (-0.503, -2.131, -1.129)
H (2.729, -0.502, -5.019)
H (2.139, -3.589, 4.702)
C (-3.856, -2.176, 0.131)
H (3.265, -1.924, 0.046)
C (-5.064, -0.055, -1.963)
H (0.503, 4.808, -2.164)
Br (-2.920, -0.776, -5.183)
H (-3.402, -2.378, -0.832)
H (3.974, 0.726, 3.193)

Calculated values
2S+1: 3
<S²>: 2.023
LUMO (alpha / beta): 2.16 / 1.79 eV
Net charge: -1
E_HOMO (alpha / beta): -5.32 / -5.40 eV


2.
A structure of composition C39H30CaF6N6O10P. Source: the Open Molecules 2025 dataset; level of theory: wB97M-V/def2-TZVPD.

Geometry (Å):
C (-0.623, 2.831, 2.119)
O (0.006, -2.710, -3.173)
Ca (1.978, 1.794, 0.174)
H (-4.524, -0.491, -2.133)
H (-4.462, -2.069, -2.967)
C (-2.192, 4.757, -0.982)
H (1.420, 0.507, 2.607)
C (5.125, -2.195, -0.129)
C (-0.850, 5.120, -0.623)
H (0.363, 1.317, -5.293)
O (-3.209, 5.472, -1.092)
H (-0.860, -3.054, -5.024)
C (1.616, -0.529, 2.878)
O (0.629, -1.009, 3.801)
H (2.570, -0.596, 3.399)
O (-3.184, 2.566, -1.501)
H (-2.060, 4.370, 2.507)
H (-1.619, -5.140, 1.308)
N (-0.594, -0.523, 1.118)
C (5.241, -1.175, 0.799)
C (-2.444, -3.551, 0.169)
H (2.136, -1.277, -1.380)
C (1.545, 3.186, 2.787)
C (-3.410, -0.086, 3.484)
H (-0.670, -2.529, -1.324)
C (-0.286, -0.687, -2.030)
N (3.206, 1.641, 2.000)
C (-0.329, 0.716, -2.038)
H (-1.509, -2.740, 1.801)
O (3.723, 3.107, 3.751)
C (-3.217, -5.855, 0.061)
F (5.311, 2.862, -2.808)
H (5.911, -2.933, -0.235)
C (-4.151, -5.505, -0.893)
C (-4.587, -1.565, -2.004)
O (-3.525, -1.914, -1.119)
F (3.158, 3.601, -2.594)
C (-0.678, -0.666, 3.598)
H (0.893, -3.351, -4.939)
H (-4.466, 0.143, 3.419)
P (3.906, 2.217, -2.402)
C (-0.909, -1.482, 0.337)
C (4.222, -0.242, 0.905)
C (-1.442, -0.562, 4.762)
C (-1.282, -0.468, 2.351)
H (-3.112, -0.034, 1.359)
C (-0.050, -3.422, -4.389)
H (-5.551, -1.844, -1.567)
C (1.214, 4.406, 3.345)
H (3.858, -3.036, -1.662)
C (2.978, 2.647, 2.908)
C (-2.370, -4.879, 0.571)
F (2.441, 1.534, -1.918)
O (5.251, 0.809, 2.773)
H (-1.326, 2.174, 1.628)
C (-0.881, 2.764, -0.921)
O (1.190, 3.744, -0.283)
C (3.991, -2.260, -0.921)
C (-3.424, -3.198, -0.787)
H (-5.007, -3.912, -2.037)
C (-0.005, -1.333, -3.250)
H (-3.130, -6.879, 0.400)
C (-2.203, 3.235, -1.186)
H (-3.357, -0.190, 5.639)
H (6.096, -1.070, 1.452)
N (-1.564, -2.643, 0.800)
C (3.026, -1.284, -0.760)
H (-0.233, -4.463, -4.130)
O (-0.376, 6.233, -0.336)
F (4.607, 0.791, -2.156)
N (-0.530, -1.595, -0.971)
C (-0.087, 4.863, 3.227)
O (-0.481, 1.387, -0.843)
C (-0.118, 1.414, -3.222)
C (-2.655, -0.183, 2.332)
H (-0.141, 2.495, -3.183)
H (1.989, 4.979, 3.834)
C (0.158, 0.750, -4.394)
C (-1.032, 4.054, 2.624)
C (4.305, 0.844, 2.004)
N (3.130, -0.300, 0.133)
C (0.222, -0.639, -4.421)
H (1.649, -1.130, 1.972)
F (4.151, 2.574, -0.806)
N (0.643, 2.414, 2.154)
F (3.570, 1.790, -3.914)
C (-0.030, 3.823, -0.600)
H (-4.816, -6.250, -1.311)
C (-4.252, -4.185, -1.315)
H (-0.361, 5.844, 3.595)
H (0.470, -1.158, -5.336)
C (-2.794, -0.278, 4.718)
H (-0.927, -0.705, 5.704)

Calculated values
2S+1: 2
<S²>: 0.765
LUMO (alpha / beta): 3.47 / 3.47 eV
Net charge: -2
E_HOMO (alpha / beta): -0.10 / -2.00 eV


3.
A structure of composition C39H30N3O4P2Se2W. Source: the Open Molecules 2025 dataset; level of theory: wB97M-V/def2-TZVPD.

Geometry (Å):
C (-1.979, 0.940, -1.608)
C (-5.208, -2.226, 0.834)
H (-0.018, -3.749, 1.200)
O (1.023, -3.308, -3.358)
H (4.774, -3.184, -4.755)
H (-1.588, 4.687, -0.634)
C (1.454, 3.847, 4.484)
H (0.012, 3.880, 2.904)
C (2.120, -3.270, -4.115)
W (1.063, -2.787, -1.415)
C (3.196, -2.422, -3.504)
C (-1.905, 2.370, 1.813)
H (-3.623, 2.115, 3.065)
C (0.520, 3.266, 3.637)
H (-5.219, 0.722, 2.513)
C (2.838, -1.610, -2.417)
Se (-2.173, -0.326, 3.685)
H (0.138, 0.989, -1.999)
C (-3.317, 4.432, 0.609)
C (-3.187, 2.684, 2.253)
C (-3.214, 1.529, -1.858)
H (-4.241, 3.106, -2.877)
H (0.628, 0.092, 4.818)
C (-4.896, -0.054, 1.834)
H (8.024, -1.265, -1.882)
H (-2.195, 4.018, -3.911)
C (-0.350, -0.465, 0.306)
C (4.511, -2.533, -3.933)
C (-3.298, -0.900, 0.248)
H (3.687, -4.356, -1.000)
C (5.079, -0.942, -2.177)
H (-3.156, 1.041, 1.216)
C (-2.038, 4.121, 0.170)
C (-1.331, 3.088, 0.767)
C (3.792, -0.814, -1.745)
C (2.102, 3.077, 5.437)
O (6.756, -1.706, -3.454)
C (1.624, -5.108, -1.368)
H (2.309, 1.124, 6.305)
N (1.335, 0.092, 1.603)
H (-4.117, 1.120, -1.427)
C (7.284, -0.767, -2.505)
H (7.712, 0.081, -3.038)
H (-6.547, -1.351, 2.259)
N (1.771, -0.758, 0.713)
O (6.188, -0.328, -1.699)
C (0.693, -4.082, 0.459)
H (2.602, -3.150, 1.142)
Se (-1.336, -2.173, -2.144)
C (2.081, -3.775, 0.436)
C (0.006, 0.279, 1.405)
C (5.433, -1.776, -3.246)
C (1.813, 1.724, 5.554)
C (-2.133, 3.155, -3.261)
H (-3.866, 5.239, 0.143)
P (-0.982, 1.088, 2.693)
H (1.723, -5.642, -2.300)
C (0.236, 1.910, 3.749)
H (3.524, -0.170, -0.922)
H (1.666, 4.905, 4.401)
C (0.878, 1.141, 4.717)
H (-0.556, -5.289, -0.947)
C (2.652, -4.408, -0.699)
H (1.793, -1.188, -2.471)
C (-0.900, 2.563, -3.016)
P (-1.811, -0.602, -0.696)
H (2.826, 3.534, 6.100)
C (-0.821, 1.459, -2.189)
H (-0.003, 2.961, -3.472)
O (2.252, -3.873, -5.144)
C (-3.728, 0.115, 1.112)
H (-3.704, -2.851, -0.561)
C (-4.039, -2.070, 0.108)
C (-5.634, -1.222, 1.693)
H (-4.888, 3.959, 1.993)
H (-0.327, 2.852, 0.433)
C (0.410, -4.899, -0.671)
H (-5.789, -3.132, 0.725)
C (-3.283, 2.645, -2.681)
N (0.764, -1.127, -0.086)
C (-3.893, 3.713, 1.648)

Calculated values
2S+1: 3
<S²>: 2.021
LUMO (alpha / beta): -3.05 / -4.07 eV
Net charge: +1
E_HOMO (alpha / beta): -10.06 / -10.06 eV